# 1
Formula: C8H16
Source: OMol25
Level of theory: wB97M-V/def2-TZVPD

```
24
Properties=species:S:1:pos:R:3:nbo_charge:R:1
C 1.0682 0.0745 -1.6176 -0.40
C 0.8918 0.5776 -0.1635 -0.41
C 2.4623 -0.5794 -1.8581 -0.40
C -1.9194 0.8514 1.9870 -0.17
C 2.2500 -2.0888 -1.7402 -0.62
C -1.5358 0.2975 0.8351 -0.20
C -3.3735 1.3284 2.1379 -0.64
C -0.0777 -0.2066 0.7303 -0.43
H 3.1869 -0.1100 -1.1824 0.20
H 1.9866 -2.2966 -0.7003 0.21
H 0.3961 1.5523 -0.3098 0.21
H -3.8553 0.8529 2.9981 0.21
H 0.6820 0.8367 -2.3008 0.21
H -2.1616 0.0018 0.0057 0.20
H -3.8848 1.0529 1.2247 0.21
H -1.3750 0.9648 2.9168 0.20
H -0.2239 -1.2351 0.3443 0.19
H 0.2882 -0.6981 -1.6538 0.19
H 1.8526 0.7218 0.3257 0.20
H 2.7597 -0.2072 -2.8520 0.20
H 3.1624 -2.7129 -1.7964 0.21
H 1.5617 -2.3514 -2.5429 0.21
H -3.2331 2.3985 2.3099 0.21
H 0.2123 -0.3632 1.7803 0.21
```

Computed properties:
* energy: -8553.866 eV
* SMILES: C/C=C/CCCCC
* energy relative to the best compared isomer or geometry (same formula, charge and spin): 28.7 kcal/mol
* charge: 0
* multiplicity: 1


# 2
Formula: C6H3BrS
Source: OMol25
Level of theory: wB97M-V/def2-TZVPD

```
11
Properties=species:S:1:pos:R:3:nbo_charge:R:1
Br -4.2756 0.6861 0.4540 0.11
S 0.7749 -1.9071 0.5620 0.42
C 1.8862 -0.6451 0.6924 -0.32
C -1.6799 -1.1379 -0.3981 0.03
C -2.8063 0.8005 -0.6788 -0.16
C 1.5733 0.5283 0.0673 -0.29
C 0.2997 0.4855 -0.4559 -0.13
C -0.4413 -0.6489 -0.3022 -0.41
H 2.8266 -0.7439 1.1282 0.23
H 2.2099 1.4911 -0.0713 0.25
H -0.3675 1.0914 -0.9976 0.26
```

Computed properties:
* energy: -87138.557 eV
* charge: 0
* multiplicity: 1


# 3
Formula: C38H82N10O14
Source: OMol25
Level of theory: wB97M-V/def2-TZVPD

```
144
Properties=species:S:1:pos:R:3:mulliken_charge:R:1
O -23.4189 0.9462 -2.2834 -0.64
O -18.0729 1.3420 -9.3851 -0.69
O -14.3160 2.5855 1.0916 -0.68
O -20.6007 -2.5670 -3.6435 -0.26
O -22.3211 -1.8359 -7.5759 -0.80
O -20.9170 -6.3609 0.2388 -0.43
O -16.2693 -2.5293 -5.8123 -0.69
O -16.2077 -2.7596 -1.0109 -0.77
O -17.5267 3.7660 -5.0730 -0.70
O -19.0574 -1.1497 -2.9389 0.76
O -22.0209 2.8190 -7.2342 -0.68
O -19.5576 2.2165 1.0994 -0.72
O -21.0736 -4.2538 -0.3492 -0.47
O -25.0020 -5.0500 -4.2350 -0.73
N -17.1259 -2.1531 0.9464 0.15
N -23.7884 -3.1520 -4.2197 0.27
N -21.0399 -3.6567 -7.6772 0.00
N -19.4611 4.3861 -4.0878 0.11
N -15.6404 -2.0943 -3.6690 0.24
N -17.4473 2.0382 1.7755 -0.06
N -17.0712 1.8080 -7.4288 0.11
N -22.8941 0.8438 -6.6212 0.10
N -14.8842 1.8215 -1.0200 0.10
N -21.6582 0.4622 -0.8926 0.31
C -13.7308 3.9367 -0.7295 -1.35
C -17.2356 5.1665 -3.2372 -1.24
C -21.5767 0.9634 -8.6353 -0.85
C -21.9325 2.6668 -1.9545 -0.64
C -14.5076 -1.2316 -3.9914 -1.03
C -19.6941 -5.7303 -1.6623 0.89
C -21.9442 -0.8974 -0.6334 -0.87
C -16.3597 -2.7747 -4.6165 0.70
C -24.7445 -2.1107 -4.0583 -0.95
C -14.3534 2.7173 -0.1404 0.79
C -19.7898 -3.0303 -7.3885 -0.86
C -23.6364 1.3392 -5.4423 -0.78
C -20.6287 -5.3539 -0.5578 0.41
C -18.9278 0.2802 -4.7288 0.14
C -17.8152 2.0975 -8.4680 0.84
C -20.0519 -1.4506 -3.6856 -0.53
C -18.3665 0.0439 -3.3254 0.47
C -22.3599 1.2348 -1.7515 0.42
C -20.3520 -7.5586 -0.2895 -0.58
C -18.1225 4.3703 -4.1944 0.66
C -23.9144 -4.5026 -4.2008 0.73
C -18.3952 -1.6086 0.3384 -0.59
C -18.3904 2.5278 0.9855 0.40
C -22.1815 -3.0430 -7.7826 0.62
C -17.9565 3.4660 -0.1675 0.32
C -18.2494 3.5532 -8.6034 -0.76
C -14.8866 -3.1473 0.9817 -1.56
C -22.1844 1.6283 -7.4375 0.72
C -16.2437 0.6153 -7.2267 -1.09
C -16.1281 -2.6795 0.2083 0.35
C -17.7399 1.0816 2.9037 -0.81
C -23.4085 -3.8319 -8.2656 -1.46
C -20.2704 3.8595 -5.1188 -0.66
C -17.3194 -3.8290 -4.0189 0.02
C -22.6419 -5.3114 -4.2396 0.04
C -15.4936 0.5288 -0.6092 -0.95
C -20.3388 -0.2634 -4.5728 2.42
C -20.1139 -7.1785 -1.7623 -0.39
H -17.1228 -4.8196 -4.4288 0.58
H -19.4390 -7.8412 0.2346 0.27
H -24.3183 -1.4843 -3.2747 0.24
H -24.5011 1.9050 -5.7892 0.47
H -16.4480 4.6352 -2.7027 -0.02
H -19.3448 -7.8248 -2.1854 0.43
H -22.9723 2.0134 -4.9015 0.08
H -23.3779 -3.9324 -9.3505 0.37
H -21.8276 -4.6310 -3.9900 -0.37
H -16.9352 3.3547 -0.5319 -0.28
H -21.0255 -0.5694 -5.3620 -1.04
H -18.6343 -5.5416 -1.4908 0.20
H -21.0914 -4.6618 -7.7625 0.27
H -14.8076 2.0336 -2.0044 0.23
H -18.6185 3.2517 -1.0065 -0.35
H -19.2604 3.5875 -9.0094 0.19
H -21.7702 -1.5121 -1.5165 -0.06
H -20.8545 2.8215 -1.9092 -0.17
H -14.6794 -0.2374 -3.5787 0.21
H -18.2118 4.4826 0.1314 0.50
H -14.2890 -1.1468 -5.0559 0.37
H -22.4786 -5.7354 -5.2303 0.20
H -13.0177 4.4316 -0.0703 0.35
H -16.4188 0.3629 -1.1611 -0.19
H -21.0713 -7.3065 -2.2674 0.08
H -19.8829 4.9728 -3.3821 0.30
H -20.9012 0.4740 -4.0000 -0.71
H -15.8667 -2.3419 -2.7164 0.20
H -22.8736 -0.1601 -6.7297 0.38
H -15.0602 -4.1317 1.4162 0.40
H -20.0010 -5.0720 -2.4750 -0.75
H -22.9994 -1.0955 -0.4458 0.41
H -21.3764 -1.2613 0.2229 0.35
H -25.7322 -2.4951 -3.8038 0.44
H -18.9820 -3.7496 -7.2539 0.39
H -22.7864 -6.0786 -3.4789 0.18
H -18.5772 0.9306 -2.7274 -0.30
H -15.2587 0.8334 -7.6394 0.44
H -18.9837 -2.3997 -0.1262 0.08
H -19.8860 -2.3199 -6.5674 -0.02
H -17.1552 2.4577 -6.6600 0.19
H -16.1255 0.3431 -6.1778 0.18
H -18.2731 3.9873 -7.6038 0.11
H -14.0014 -3.3846 0.3916 0.36
H -16.4715 2.1048 1.5233 0.16
H -22.3631 3.0684 -2.8718 0.34
H -16.5929 5.9012 -3.7222 0.44
H -19.5461 -2.3981 -8.2423 0.41
H -24.0521 0.5607 -4.8026 0.03
H -13.5714 -1.6230 -3.5935 0.35
H -21.0519 4.5756 -5.3730 0.67
H -18.9241 1.3429 -4.9708 -0.26
H -24.3779 -3.4434 -7.9534 0.30
H -22.1856 0.1826 -9.0910 0.27
H -21.0216 -8.4144 -0.2027 0.39
H -15.7067 0.4523 0.4570 0.51
H -18.4321 1.6250 3.5468 0.35
H -17.2888 -0.1004 -3.4016 -0.31
H -21.2367 1.7747 -9.2790 0.40
H -19.7946 3.7576 -6.0941 -0.12
H -14.5466 -2.4401 1.7382 0.39
H -17.5100 4.0545 -9.2279 0.30
H -22.8554 -2.8081 -4.3972 -0.32
H -20.7610 2.9106 -4.9020 -0.10
H -16.7161 -0.1020 -7.8979 0.41
H -24.7483 -1.4502 -4.9254 0.24
H -16.8654 0.7480 3.4623 0.33
H -18.3643 -3.5347 -4.1171 -0.44
H -20.8916 0.8900 -0.3931 0.05
H -22.3776 3.3471 -1.2285 0.51
H -18.1971 -0.7446 -0.2960 0.02
H -18.9494 -1.1536 1.1593 0.24
H -13.2328 3.8720 -1.6969 0.40
H -17.0911 -2.0866 1.9536 0.30
H -23.3520 -4.8765 -7.9593 0.44
H -14.4748 4.6819 -1.0109 0.24
H -18.3388 -0.2522 -5.4756 -0.01
H -20.6866 0.4063 -8.3430 0.05
H -14.8125 -0.2831 -0.8640 0.63
H -17.0466 -3.8438 -2.9637 -0.16
H -17.8807 5.7610 -2.5903 0.39
H -18.2795 0.2034 2.5492 0.14
```

Computed properties:
* energy: -84306.634 eV
* SMILES: O=C1CCCO1.O=C1CCCO1.CNC(C)=O.CNC(C)=O.CNC(C)=O.CNC(C)=O.CNC(C)=O.CNC(C)=O.CNC(C)=O.CNC(C)=O.CNC(C)=O.CNC(C)=O
* charge: 0
* multiplicity: 1


Q: multiplicity of number 1 (C8H16)?
A: 1


Q: Number 2 is which compound?
A: C6H3BrS